The following is a DFT calculation (ωB97M-V/def2-TZVPD) of a structure of composition C22H36O3P2Zn at a distorted geometry.

Each line ends with the Mulliken charge.
Cartesian coordinates (Å):
P (-5.71946, 2.70922, -0.94122)  1.103
P (-3.97894, 1.59172, -3.81461)  1.700
C (-6.16897, 3.17221, -2.62131)  -1.041
C (-5.75486, 2.12315, -3.67521)  -1.232
H (-5.74544, 4.16564, -2.84524)  0.419
H (-7.26514, 3.27241, -2.60017)  0.476
H (-6.38608, 1.22123, -3.60724)  0.434
H (-5.96112, 2.57047, -4.66228)  0.616
C (-3.21278, 3.07389, -4.50036)  -1.605
H (-2.17320, 2.83376, -4.76732)  0.432
H (-3.23679, 3.89771, -3.77033)  0.360
H (-3.78140, 3.35646, -5.39871)  0.481
C (-4.02423, 0.31982, -5.07649)  -1.585
H (-4.32275, 0.79562, -6.01943)  0.454
H (-4.75635, -0.45386, -4.80353)  0.423
H (-3.03025, -0.13066, -5.17467)  0.387
C (-5.99376, 4.15232, 0.09252)  -1.261
H (-5.42921, 4.02265, 1.02760)  0.309
H (-7.07318, 4.21154, 0.30637)  0.407
H (-5.65607, 5.06457, -0.42303)  0.377
C (-6.89537, 1.41529, -0.48065)  -1.392
H (-6.96196, 0.62468, -1.24514)  0.359
H (-7.87947, 1.89764, -0.36694)  0.499
H (-6.58438, 0.96822, 0.47255)  0.326
Zn (1.25805, 1.51523, -0.02452)  0.322
C (-2.77767, -0.35854, -2.30885)  -1.522
C (-2.78461, 1.07790, -2.47586)  1.048
C (-2.94682, 2.15955, -1.37418)  -0.184
C (-2.51532, 1.98586, 0.10662)  0.523
C (-3.60687, 1.46033, 1.02557)  -0.449
C (-4.01273, 0.18367, 0.96550)  -0.621
C (-4.27220, -0.46998, -0.35198)  0.365
C (-3.02172, -1.05388, -1.06350)  -0.883
C (0.34512, 0.19751, 1.19165)  -0.896
H (-2.43701, -0.93938, -3.16992)  0.110
H (-1.80402, 1.25824, -2.98844)  0.482
H (-4.04800, 2.42207, -1.30051)  -1.151
H (-2.46471, 3.08660, -1.74745)  0.422
H (-1.56199, 1.44588, 0.19326)  -1.182
H (-2.29765, 3.01470, 0.44705)  0.588
H (-3.84468, 2.11714, 1.87503)  0.424
H (-4.17590, -0.44007, 1.85768)  0.157
H (-4.71577, 0.30665, -1.01250)  -0.760
H (-5.03309, -1.26331, -0.25030)  0.576
H (-2.12133, -1.06330, -0.42238)  0.175
H (-3.25330, -2.10523, -1.31929)  0.427
H (0.85431, -0.74285, 0.91851)  0.336
H (-0.74534, 0.05553, 1.09198)  0.217
H (0.61286, 0.50282, 2.21881)  0.455
O (3.50702, -3.19709, -1.45875)  -0.675
C (4.52143, -2.43540, -1.02656)  0.282
C (5.78453, -3.00879, -0.79931)  -0.682
C (6.83686, -2.20167, -0.36422)  -0.289
C (6.64919, -0.82124, -0.13549)  -0.679
C (5.39297, -0.26193, -0.34479)  -0.317
C (4.33951, -1.03335, -0.80104)  0.192
C (3.00227, -0.43328, -0.99425)  1.506
O (2.94588, 0.85339, -0.75929)  -0.972
O (2.00474, -1.13695, -1.31657)  -0.651
H (2.71174, -2.55832, -1.50722)  0.364
H (5.91448, -4.07103, -0.98713)  0.425
H (7.81602, -2.64813, -0.19508)  0.354
H (7.47264, -0.18960, 0.18490)  0.383
H (5.20694, 0.80083, -0.15903)  0.332

Energy relative to the best compared isomer or geometry (same formula, charge and spin) (kJ/mol): 0.0
Kohn-Sham gap (eV): 3.23

***

The following is a DFT calculation (ωB97M-V/def2-TZVPD) of the molecule C5H7N3O2 at a distorted geometry.

Each line ends with the Mulliken charge.
Cartesian coordinates (Å):
C (0.53599, 0.20028, 1.16804)  -0.786
C (1.92045, -0.64912, 1.08915)  -0.591
C (1.77800, 0.40427, 0.35019)  0.228
C (-0.64759, -0.15032, 0.36929)  0.983
C (-0.54901, -0.73180, -1.01007)  -1.137
N (-1.83180, 0.12233, 0.80244)  -0.612
N (2.22859, 1.28265, -0.52415)  -0.441
N (-2.96453, -0.11355, 0.09241)  0.954
O (-3.58312, -1.14272, 0.30277)  -0.568
O (-3.26521, 0.77291, -0.66968)  -0.545
H (0.37402, 0.75066, 1.98207)  0.610
H (2.53735, -1.49632, 1.43585)  0.363
H (-1.50231, -1.11923, -1.38853)  0.366
H (0.03933, -0.08161, -1.72697)  0.304
H (0.01524, -1.68491, -1.12365)  0.336
H (1.72232, 2.24892, -0.49124)  0.280
H (3.19226, 1.38759, -0.65792)  0.255

Energy relative to the best compared isomer or geometry (same formula, charge and spin) (kJ/mol): 677.6
Kohn-Sham gap (eV): 9.74

***

The following is a DFT calculation (ωB97M-V/def2-TZVPD) of the molecule C5H7FS2 at a distorted geometry.

Each line ends with the Mulliken charge.
Cartesian coordinates (Å):
C (-1.01586, -0.51773, 2.16960)  -0.158
C (-1.62144, 0.04453, 0.92630)  -0.738
C (-0.84384, -0.10102, -0.33913)  0.183
C (1.63071, 0.19618, -1.43594)  -0.190
C (2.39401, 0.76701, -2.32558)  -0.517
H (-1.53372, -0.12790, 3.08482)  0.236
H (0.04737, -0.23824, 2.26585)  0.238
H (-2.66001, -0.32383, 0.76604)  0.361
H (-1.78874, 1.13355, 1.07451)  0.331
H (1.83448, -0.84794, -1.13468)  0.323
H (3.33073, 0.31319, -2.63309)  0.234
H (2.17473, 1.75738, -2.73245)  0.231
F (-1.17772, -1.94206, 2.21873)  -0.299
S (-1.23061, -1.20421, -1.47386)  -0.177
S (0.45990, 1.09110, -0.43111)  -0.059

Energy relative to the best compared isomer or geometry (same formula, charge and spin) (kJ/mol): 96.2
Kohn-Sham gap (eV): 8.38

***

The following is a DFT calculation (ωB97M-V/def2-TZVPD) of a cluster of 2 separate species, C23H28NO2S in total at a distorted geometry.

Each line ends with the Mulliken charge.
Cartesian coordinates (Å):
C (0.63999, -2.87922, -2.69370)  -0.578
O (1.47987, -2.96636, -1.52545)  -0.265
C (2.39125, -2.06517, -1.32453)  -0.204
C (3.26976, -2.17693, -0.21500)  1.040
C (4.23982, -1.16435, -0.02559)  -0.616
C (5.10175, -1.22906, 1.05501)  -0.681
C (5.03123, -2.29566, 1.96565)  1.077
C (5.96524, -2.33951, 3.13622)  -1.409
C (4.08054, -3.30856, 1.76453)  -0.651
C (3.20575, -3.27122, 0.69458)  -0.617
H (0.00988, -3.76670, -2.64048)  0.278
H (0.03782, -1.96128, -2.64805)  0.218
H (1.24894, -2.88697, -3.60808)  0.349
H (2.49076, -1.23886, -2.03785)  0.416
H (4.27855, -0.35661, -0.76280)  0.367
H (5.84901, -0.44821, 1.21252)  0.423
H (5.78075, -3.23266, 3.73868)  0.359
H (7.01188, -2.35506, 2.80763)  0.350
H (5.83487, -1.45875, 3.77749)  0.344
H (4.04138, -4.13504, 2.47553)  0.310
H (2.47245, -4.05701, 0.52314)  0.474
C (1.30735, 1.40855, -0.73342)  -0.662
O (0.25110, 0.42291, -0.82464)  -0.087
C (-0.95360, 0.74943, -0.25204)  -0.943
C (-1.06305, 0.57095, 1.18821)  0.320
C (-1.25832, 1.69356, 2.02019)  -0.171
C (-1.52187, 1.49207, 3.37515)  -0.521
C (-1.49851, 0.19614, 3.90971)  -0.549
C (-1.15813, -0.89372, 3.09566)  -0.596
C (-0.89776, -0.71421, 1.74232)  -0.379
C (-1.90349, 1.28149, -1.11732)  0.784
N (-3.19436, 1.69057, -0.83826)  0.040
C (-3.80416, 1.55726, 0.47575)  -1.130
C (-3.85322, 2.26436, -1.90019)  -0.082
C (-5.22628, 2.83098, -1.70975)  -1.671
C (-3.12546, 2.22701, -3.05142)  1.382
C (-3.55600, 2.69924, -4.39065)  -1.399
S (-1.56296, 1.54919, -2.81890)  -0.300
H (2.18261, 0.92805, -1.17743)  0.119
H (1.01982, 2.30620, -1.29862)  0.310
H (1.49064, 1.66550, 0.31989)  0.242
H (-1.22257, 2.69061, 1.56770)  0.611
H (-1.74551, 2.35188, 4.00818)  0.420
H (-1.73664, 0.04077, 4.96544)  0.392
H (-1.09923, -1.89463, 3.52305)  0.400
H (-0.60340, -1.53443, 1.08178)  0.458
H (-4.89065, 1.59213, 0.37159)  0.388
H (-3.53855, 0.59765, 0.92869)  0.387
H (-3.49800, 2.38022, 1.13356)  0.338
H (-5.56890, 3.27248, -2.65674)  0.328
H (-5.97132, 2.07025, -1.42106)  0.338
H (-5.25627, 3.63407, -0.95250)  0.339
H (-4.56914, 3.10464, -4.34917)  0.327
H (-2.88796, 3.48120, -4.76584)  0.293
H (-3.54771, 1.88081, -5.11836)  0.291

Total charge: +1
Energy relative to the best compared isomer or geometry (same formula, charge and spin) (kJ/mol): 74.2
Kohn-Sham gap (eV): 3.56

***

The following is a DFT calculation (ωB97M-V/def2-TZVPD) of the molecule C6H11NO at a distorted geometry.

Each line ends with the Mulliken charge.
Cartesian coordinates (Å):
C (-0.75848, 0.62897, -0.78791)  0.271
C (-1.61453, 0.24264, -1.93286)  -1.568
C (1.99844, 0.19685, -0.11072)  -0.904
C (-0.45557, -0.22009, 0.29511)  1.084
C (1.01646, -0.31081, 2.18728)  -0.710
C (-1.19783, -1.30070, 0.65720)  -1.200
O (-0.40036, 1.94259, -0.76710)  -0.540
N (0.73647, 0.17614, 0.99107)  -0.134
H (0.12801, 2.08696, 0.03425)  0.407
H (-2.67075, 0.42937, -1.70912)  0.299
H (-1.35323, 0.84713, -2.80349)  0.391
H (-1.49854, -0.81462, -2.16137)  0.383
H (2.78290, 0.72437, 0.42683)  0.360
H (2.27263, -0.84062, -0.30191)  0.322
H (1.73995, 0.70576, -1.03300)  0.317
H (0.28697, -0.83882, 2.78003)  0.344
H (2.00621, -0.19137, 2.59456)  0.258
H (-0.83998, -1.99891, 1.39449)  0.323
H (-2.17877, -1.46486, 0.24666)  0.296

Energy relative to the best compared isomer or geometry (same formula, charge and spin) (kJ/mol): 436.6
Kohn-Sham gap (spin up / spin down) (eV): 6.70 / 7.42

***

The following is a DFT calculation (ωB97M-V/def2-TZVPD) of the ion C6H12ClN4O2 with charge +1 at a distorted geometry.

Each line ends with the Mulliken charge.
Cartesian coordinates (Å):
C (1.83714, -2.20996, 0.51954)  -1.037
C (2.36388, -1.17392, -0.53786)  -0.094
O (2.79305, 0.01236, 0.14272)  -0.378
C (2.41114, 1.19434, -0.52256)  -0.707
C (1.16856, 1.82746, 0.18603)  -0.391
O (0.10055, 0.87194, 0.02765)  -0.023
N (-1.02671, 1.28746, 0.67867)  -0.263
C (-2.14895, 0.63945, 0.41806)  0.467
N (-2.15003, -0.38072, -0.50725)  -0.353
C (-3.45321, -0.76974, -0.48998)  -0.055
N (-4.16528, -0.04050, 0.38056)  -0.116
N (-3.36664, 0.89033, 0.96489)  0.063
Cl (-3.76724, 2.07923, 2.09182)  0.099
H (0.77973, -1.98947, 0.79659)  0.169
H (2.42946, -2.12794, 1.45263)  0.275
H (1.88269, -3.24685, 0.12175)  0.369
H (3.18995, -1.68528, -1.07714)  0.377
H (1.49631, -0.97650, -1.20747)  0.180
H (3.22728, 1.94893, -0.57447)  0.404
H (2.10266, 1.02752, -1.58320)  0.355
H (0.86216, 2.77922, -0.29877)  0.379
H (1.45066, 2.01118, 1.24493)  0.336
H (-1.04925, 2.04320, 1.36090)  0.264
H (-3.81149, -1.57794, -1.13828)  0.434
H (-5.15630, -0.15565, 0.57352)  0.246

Total charge: +1
Energy relative to the best compared isomer or geometry (same formula, charge and spin) (kJ/mol): 0.0
Kohn-Sham gap (eV): 8.19